Below is a structure of composition C4H16FNO8V, with properties calculated with ωB97M-V/def2-TZVPD.

2S+1 ... 2
Relative energy (zero: lowest compared OMol25 entry of this formula, charge and spin) ... 0.0 kcal/mol
Total energy ... -50679.76620 eV
LUMO level (alpha / beta) ... 0.0044 / 0.0043 Ha

Last column: Mulliken charge in e.
Atoms and positions in Å:
O1 0.588 0.751 1.413  -0.4173
V1 0.360 -0.507 0.496  1.0428
N1 -1.606 0.742 -1.898  0.8864
O2 -1.050 0.599 -2.987  -0.6119
O3 -0.918 0.518 -0.826  -0.3982
O4 -2.779 1.053 -1.791  -0.5984
F1 1.743 -1.610 1.315  -0.6469
C1 0.475 -2.240 -2.288  -0.5266
O5 -0.053 -2.220 -0.942  -0.2257
H1 -0.208 -2.799 -2.926  0.2780
H2 0.535 -1.224 -2.651  0.1186
H3 1.445 -2.737 -2.265  0.3027
H4 -0.234 -3.131 -0.697  0.2201
C2 -1.080 4.004 1.877  -0.4311
O6 -0.610 4.157 0.540  -0.4775
H5 -0.729 4.787 2.559  0.2975
H6 -2.171 3.980 1.847  0.2460
H7 -0.638 3.072 2.223  0.1084
H8 -0.856 5.015 0.185  0.2659
C3 -1.508 -2.631 2.006  -0.6768
O7 -1.434 -1.389 1.296  -0.2055
H9 -0.560 -3.152 1.880  0.2419
H10 -1.700 -2.461 3.062  0.3091
H11 -2.262 -3.298 1.582  0.3313
H12 -2.319 -1.011 1.249  0.2908
C4 3.201 0.256 -0.451  -0.7102
O8 1.867 0.198 -0.957  -0.1906
H13 3.657 -0.723 -0.333  0.2572
H14 3.804 0.871 -1.123  0.3677
H15 3.198 0.768 0.507  0.2252
H16 1.841 0.360 -1.901  0.3270

Below is a structure of composition C47H36F2N10Ti, with properties calculated with ωB97M-V/def2-TZVPD.

2S+1 ... 2
Net charge ... -1
Relative energy (zero: lowest compared OMol25 entry of this formula, charge and spin) ... 0.0 kcal/mol
Total energy ... -92776.26589 eV
LUMO level (alpha / beta) ... 0.0773 / 0.0778 Ha

Last column: Mulliken charge in e.
Atoms and positions in Å:
Ti1 0.658 -0.599 -0.468  -1.4364
N1 -3.902 0.564 -0.441  0.1653
C1 -2.741 0.482 -1.112  -0.5970
N2 -1.819 -0.013 -0.327  0.7886
C2 -2.485 -0.215 0.850  -0.3369
N3 -3.760 0.120 0.811  -0.6506
C3 -1.852 -0.748 2.038  0.2351
C4 -2.599 -0.946 3.203  -0.4679
N4 -2.075 -1.414 4.321  -0.7034
C5 -0.775 -1.708 4.262  -0.6285
C6 -0.037 -1.533 3.108  -0.4104
N5 -0.547 -1.041 1.983  0.9961
H1 -4.789 0.915 -0.750  0.2502
H2 -2.619 0.755 -2.147  0.4482
H3 -3.654 -0.700 3.202  0.6137
H4 -0.322 -2.085 5.170  0.4169
H5 1.010 -1.806 3.096  0.1799
C7 -0.086 -4.765 -0.439  -1.4787
C8 0.955 -5.234 0.263  -0.8711
C9 1.898 -4.349 0.894  -0.9417
C10 1.719 -3.001 0.730  0.4057
N6 0.704 -2.459 0.037  1.1757
C11 -0.309 -3.288 -0.609  0.5698
C12 2.637 -1.981 1.254  0.0191
C13 3.766 -2.267 2.019  -0.3510
C14 4.572 -1.245 2.468  -1.1735
C15 4.224 0.062 2.137  -0.6630
C16 3.099 0.271 1.370  -0.7359
N7 2.303 -0.708 0.926  1.5372
H6 -0.797 -5.428 -0.920  0.4316
H7 1.104 -6.304 0.362  0.3846
H8 2.718 -4.752 1.469  0.3668
H9 -1.311 -3.000 -0.248  -0.1865
H10 3.993 -3.296 2.258  0.5170
H11 5.458 -1.452 3.055  0.4125
H12 4.814 0.902 2.476  0.5388
H13 2.815 1.279 1.103  0.2632
F1 2.367 2.620 -0.758  -0.3100
C17 0.990 2.541 -0.843  0.5601
F2 0.549 3.835 -0.605  -0.3948
H14 0.749 2.330 -1.886  -0.0608
C18 2.502 -0.444 -1.827  -0.9414
C19 2.353 -0.127 -3.236  0.0477
C20 2.072 -1.111 -4.207  -0.0938
C21 1.837 -0.798 -5.525  -0.6679
C22 1.919 0.527 -5.965  0.4147
C23 2.284 1.513 -5.041  -0.9664
C24 2.501 1.191 -3.720  -0.4116
C25 1.644 0.884 -7.313  -0.0392
N8 1.425 1.193 -8.403  -0.6574
H15 3.165 0.270 -1.335  0.5239
H16 2.870 -1.466 -1.683  0.5628
H17 2.024 -2.148 -3.897  0.2261
H18 1.577 -1.573 -6.236  0.4385
H19 2.409 2.533 -5.385  0.4718
H20 2.805 1.969 -3.030  0.6031
N9 -1.265 -3.189 -2.992  -0.3105
C26 -0.189 -2.824 -2.073  -0.3764
N10 -0.160 -1.367 -2.075  1.6384
C27 -0.827 -0.971 -3.200  -0.5407
C28 -0.951 0.287 -3.781  0.5961
C29 -1.674 0.421 -4.971  -1.1356
C30 -2.278 -0.668 -5.570  -0.8806
C31 -2.182 -1.942 -4.985  -0.8201
C32 -1.471 -2.072 -3.817  0.2603
H21 -1.196 -4.089 -3.436  0.3958
H22 0.787 -3.235 -2.417  0.1066
H23 -0.459 1.143 -3.336  0.2629
H24 -1.759 1.397 -5.436  0.4071
H25 -2.821 -0.546 -6.499  0.3499
H26 -2.658 -2.799 -5.448  0.4240
C33 0.451 1.543 0.122  0.8105
C34 -0.012 1.964 1.246  -0.4105
C35 -0.636 2.311 2.374  0.4330
C36 0.086 2.520 3.648  -0.1062
C37 -0.353 3.445 4.604  -0.4829
C38 0.339 3.634 5.789  -0.7547
C39 1.490 2.907 6.059  -0.5532
C40 1.952 2.002 5.113  -1.0154
C41 1.259 1.818 3.929  0.4557
C42 -2.098 2.559 2.300  0.3769
C43 -2.657 3.117 1.146  -0.2576
C44 -4.014 3.384 1.067  -0.7718
C45 -4.849 3.100 2.139  -0.5525
C46 -4.310 2.537 3.287  -1.0205
C47 -2.954 2.264 3.365  -0.1590
H27 -1.237 4.035 4.404  0.4814
H28 -0.021 4.365 6.503  0.3909
H29 2.020 3.045 6.993  0.3812
H30 2.853 1.427 5.295  0.4282
H31 1.620 1.116 3.197  0.1503
H32 -2.004 3.351 0.313  0.4846
H33 -4.420 3.838 0.170  0.4739
H34 -5.910 3.312 2.081  0.3864
H35 -4.951 2.307 4.130  0.3784
H36 -2.552 1.799 4.257  0.6872

Below is a structure of composition C18H8Br2N3ORhS2, with properties calculated with ωB97M-V/def2-TZVPD.

Relative energy (zero: lowest compared OMol25 entry of this formula, charge and spin) ... 24.1 kcal/mol
Total energy ... -190076.74154 eV
LUMO level ... -0.0740 Ha

Last column: Mulliken charge in e.
Atoms and positions in Å:
Rh1 0.118 -0.206 -0.404  0.6073
S1 -0.225 -2.433 -0.596  -0.1959
C1 0.269 -1.886 -2.184  0.4107
C2 -0.415 -2.091 -3.392  -0.8523
C3 0.129 -1.638 -4.574  0.7476
C4 -0.572 -1.871 -5.803  -0.2793
N1 -1.145 -2.070 -6.778  -0.4567
C5 1.348 -0.927 -4.576  0.7447
C6 2.013 -0.676 -3.396  -0.8514
C7 1.500 -1.169 -2.186  0.4075
S2 2.223 -1.008 -0.600  -0.1941
C8 1.893 -0.433 -5.806  -0.2811
N2 2.346 -0.033 -6.783  -0.4567
H1 -1.361 -2.613 -3.396  0.5600
H2 2.933 -0.109 -3.403  0.5603
C9 -1.023 1.761 -2.997  -1.0105
C10 -1.351 2.337 -1.654  0.6819
C11 -2.049 3.551 -1.514  -0.8417
C12 -2.329 4.040 -0.268  -0.6079
C13 -1.921 3.333 0.882  1.2062
C14 -2.149 3.733 2.221  -0.2671
Br1 -3.074 5.343 2.585  -0.2093
C15 -1.706 2.965 3.258  -0.3340
C16 -1.015 1.763 3.028  -0.2695
Br2 -0.429 0.748 4.495  -0.1302
C17 -0.758 1.314 1.746  1.2517
O1 -0.113 0.193 1.505  -0.8180
C18 -1.228 2.127 0.667  -0.1523
N3 -0.961 1.662 -0.589  -0.9086
H3 -1.387 2.399 -3.800  0.3970
H4 -1.473 0.773 -3.104  0.1916
H5 0.058 1.647 -3.104  0.1854
H6 -2.358 4.086 -2.400  0.3676
H7 -2.864 4.973 -0.153  0.3696
H8 -1.882 3.273 4.279  0.4274